No. 1
74
Properties=species:S:1:pos:R:3:forces:R:3:mulliken_charge:R:1 method="wB97M-V/def2-TZVPD" multiplicity=2 total_charge=+3 homo_ev="-16.777 / -16.777" orbital_gap_ev="6.20 / 5.29"
Re 0.025 -0.680 0.647 -0.481 0.470 -2.804 0.837
C 2.568 0.652 -0.807 -0.031 -0.315 -0.137 -0.919
P 2.409 -0.861 0.305 0.336 0.238 0.605 1.651
C 2.672 -0.436 2.044 -0.256 0.073 -0.502 -0.445
C 3.673 0.397 2.534 -0.142 0.025 0.053 -0.255
C 3.787 0.577 3.903 0.072 0.085 -0.140 -0.776
C 2.909 -0.057 4.772 -0.109 -0.094 -0.030 -0.570
C 1.910 -0.890 4.288 -0.099 0.031 0.173 -1.142
C 1.787 -1.080 2.923 -0.051 0.066 -0.259 -0.350
C 3.740 -1.993 -0.170 -0.447 0.025 0.040 0.720
C 4.756 -2.282 0.743 -0.183 0.056 -0.018 -0.513
C 5.793 -3.112 0.358 0.060 -0.061 -0.087 -0.807
C 5.805 -3.669 -0.914 -0.027 0.011 0.146 -0.602
C 4.789 -3.385 -1.819 0.041 0.040 -0.042 -0.844
C 3.757 -2.543 -1.454 -0.043 0.104 0.215 -0.400
C 1.404 0.583 -1.729 0.352 -0.255 0.759 0.226
C 1.199 0.934 -3.060 -1.086 -0.009 -1.110 -1.211
C -0.080 0.479 -3.424 1.297 0.754 -0.411 -0.872
C -0.632 -0.148 -2.306 -0.551 -0.566 0.492 -0.181
C -1.884 -0.925 -2.082 0.108 -0.170 0.041 -0.915
P -1.550 -2.025 -0.610 0.807 -0.138 0.556 0.785
C -0.951 -3.578 -1.303 -0.201 0.224 0.075 0.675
C -1.897 -4.359 -1.975 0.133 0.030 0.017 -0.519
C -1.520 -5.577 -2.509 -0.053 0.059 -0.092 -0.830
C -0.208 -6.012 -2.380 0.095 0.086 0.066 -0.572
C 0.729 -5.238 -1.705 0.043 -0.134 -0.112 -0.797
C 0.362 -4.018 -1.162 -0.034 0.201 0.121 -0.317
C -3.001 -2.414 0.369 0.084 0.200 -0.142 0.834
C -4.094 -1.554 0.458 0.133 -0.111 -0.048 -0.365
C -5.131 -1.873 1.316 -0.087 0.088 0.094 -0.807
C -5.074 -3.023 2.094 0.061 -0.019 -0.078 -0.623
C -3.996 -3.893 1.982 -0.017 0.066 0.103 -0.699
C -2.949 -3.586 1.134 0.106 0.115 -0.182 -0.949
N 0.268 -0.049 -1.274 -0.316 -0.722 2.292 0.950
H 3.516 0.682 -1.349 -0.076 0.042 0.029 0.629
H 2.512 1.534 -0.156 -0.044 0.018 -0.064 0.486
H 4.367 0.872 1.853 0.055 0.069 0.028 0.507
H 4.571 1.206 4.292 0.088 0.088 0.081 0.480
H 3.008 0.086 5.837 0.047 0.015 0.114 0.461
H 1.258 -1.405 4.977 -0.062 -0.057 0.070 0.532
H 1.066 -1.824 2.534 0.109 -0.099 0.109 0.951
H 4.745 -1.866 1.740 0.021 -0.017 0.017 0.388
H 6.591 -3.317 1.059 0.018 -0.072 -0.024 0.448
H 6.606 -4.337 -1.195 0.083 -0.013 -0.067 0.442
H 4.811 -3.808 -2.812 0.006 -0.063 -0.070 0.478
H 2.965 -2.311 -2.152 -0.103 -0.027 -0.191 0.396
H 1.883 1.461 -3.696 0.199 0.084 -0.122 0.576
H -0.532 0.595 -4.392 -0.139 -0.048 -0.149 0.620
H -2.123 -1.530 -2.962 0.013 0.055 0.041 0.730
H -2.757 -0.288 -1.896 0.135 0.094 0.016 0.634
H -2.922 -4.024 -2.065 -0.118 -0.008 -0.020 0.484
H -2.246 -6.180 -3.034 -0.033 -0.057 -0.008 0.464
H 0.082 -6.961 -2.806 0.043 -0.063 0.006 0.436
H 1.744 -5.596 -1.606 0.044 0.017 0.044 0.508
H 1.075 -3.411 -0.610 -0.013 -0.157 -0.071 0.386
H -4.140 -0.661 -0.148 -0.097 0.120 -0.001 0.311
H -5.993 -1.226 1.376 -0.082 0.075 0.026 0.499
H -5.871 -3.246 2.788 -0.107 -0.040 -0.044 0.461
H -3.975 -4.809 2.552 0.020 -0.032 0.072 0.468
H -2.099 -4.249 1.046 -0.010 -0.111 0.013 0.486
S -2.334 1.460 3.946 0.247 -0.353 -0.544 -0.131
C -1.460 0.252 3.124 -0.558 0.179 0.637 -0.186
N -1.399 0.356 1.810 0.981 -0.809 0.629 0.363
C -2.095 1.469 1.374 -0.482 1.129 -0.188 -0.352
C -2.239 1.913 0.060 0.074 -0.023 0.131 -0.085
C -2.960 3.063 -0.188 0.084 -0.227 -0.024 -0.942
C -3.542 3.790 0.850 0.082 -0.010 0.299 -0.650
C -3.397 3.379 2.164 -0.103 0.146 -0.202 -0.514
C -2.682 2.214 2.415 0.281 -0.428 -0.137 0.227
H -1.011 -0.562 3.674 0.075 -0.017 -0.040 0.493
H -1.762 1.380 -0.745 -0.026 0.013 -0.079 0.717
H -3.070 3.400 -1.206 -0.036 0.108 -0.111 0.475
H -4.086 4.696 0.625 -0.046 -0.001 0.046 0.445
H -3.819 3.958 2.970 -0.086 0.022 0.096 0.475

=====

No. 2
77
Properties=species:S:1:pos:R:3:forces:R:3:mulliken_charge:R:1 method="wB97M-V/def2-TZVPD" multiplicity=1 total_charge=-2 homo_ev=-0.286 orbital_gap_ev=4.52
V 1.108 0.469 -0.159 0.115 0.041 0.695 0.145
C -1.879 -0.304 -2.692 0.048 0.042 -0.022 -1.466
Si -1.058 -0.438 -0.967 -0.041 0.031 -0.385 1.103
C -2.418 0.328 0.168 0.069 0.121 0.042 0.158
C -3.585 -0.320 0.583 0.020 0.004 0.007 -0.316
C -4.532 0.303 1.383 0.003 0.023 0.008 -0.871
C -4.333 1.614 1.795 0.000 -0.026 -0.007 -0.844
C -3.182 2.281 1.408 0.024 -0.030 0.009 -0.405
C -2.227 1.650 0.609 -0.054 -0.073 -0.004 0.037
P -0.700 2.512 0.052 0.007 0.053 -0.112 0.271
C -0.621 3.881 1.269 -0.004 0.055 -0.043 0.048
C -0.634 5.227 0.917 -0.080 -0.009 0.004 -0.198
C -0.468 6.208 1.885 0.023 0.003 0.021 -0.649
C -0.279 5.855 3.212 0.000 0.007 -0.018 -0.437
C -0.253 4.512 3.570 -0.024 -0.009 -0.005 -0.690
C -0.420 3.533 2.605 0.078 -0.038 -0.007 -0.210
C -1.342 3.366 -1.451 0.136 -0.039 -0.102 0.702
C -0.459 3.513 -2.520 0.004 0.043 0.024 -0.146
C -0.867 4.125 -3.698 -0.020 -0.001 0.013 -0.679
C -2.167 4.592 -3.824 0.006 -0.003 -0.004 -0.430
C -3.057 4.447 -2.767 -0.012 0.002 0.005 -0.711
C -2.647 3.837 -1.591 -0.009 -0.027 0.019 -0.141
C -1.173 -2.308 -0.568 0.075 -0.021 -0.080 -0.140
C -2.318 -3.088 -0.779 0.014 0.006 -0.004 -0.136
C -2.411 -4.395 -0.331 0.025 -0.005 0.029 -0.868
C -1.346 -4.952 0.369 -0.042 0.002 -0.025 -0.862
C -0.187 -4.219 0.546 0.009 0.030 0.000 -0.598
C -0.072 -2.920 0.037 -0.051 -0.077 0.165 0.334
P 1.571 -2.042 0.030 -0.275 -0.056 -0.008 -0.119
C 2.256 -2.761 1.575 0.064 0.028 -0.073 0.396
C 3.455 -3.464 1.619 -0.035 0.017 -0.016 -0.104
C 3.933 -3.960 2.824 0.002 0.008 0.014 -0.644
C 3.226 -3.740 3.998 0.010 0.002 -0.008 -0.406
C 2.040 -3.020 3.963 -0.009 -0.007 -0.004 -0.745
C 1.554 -2.535 2.758 0.023 0.063 -0.001 -0.519
C 2.362 -3.023 -1.312 0.104 -0.059 -0.174 0.826
C 2.398 -4.418 -1.386 0.010 0.080 0.080 0.171
C 3.007 -5.059 -2.451 0.054 0.004 -0.103 -0.830
C 3.585 -4.316 -3.478 -0.032 -0.104 0.076 -0.436
C 3.543 -2.936 -3.426 0.012 0.113 0.052 -0.718
C 2.941 -2.297 -2.347 -0.159 -0.043 -0.140 -0.548
H -2.849 -0.807 -2.742 -0.014 0.005 0.005 0.361
H -1.228 -0.737 -3.457 -0.015 -0.017 0.009 0.360
H -2.032 0.749 -2.949 -0.013 -0.004 0.007 0.244
H -3.757 -1.349 0.294 0.002 -0.001 -0.003 0.274
H -5.420 -0.237 1.693 0.002 0.001 -0.004 0.395
H -5.063 2.112 2.424 0.000 -0.005 -0.003 0.375
H -3.020 3.298 1.744 0.014 0.007 0.003 0.435
H -0.750 5.512 -0.121 -0.001 -0.004 0.016 0.356
H -0.463 7.252 1.594 -0.002 -0.004 0.003 0.359
H -0.131 6.620 3.965 0.000 0.000 -0.005 0.336
H -0.078 4.227 4.600 -0.002 -0.004 -0.008 0.370
H -0.359 2.483 2.873 0.007 0.004 0.003 0.399
H 0.565 3.169 -2.409 -0.014 -0.003 -0.008 0.154
H -0.164 4.237 -4.515 -0.002 -0.004 0.004 0.378
H -2.489 5.066 -4.745 0.001 -0.001 0.003 0.325
H -4.075 4.806 -2.861 0.003 -0.002 0.003 0.350
H -3.351 3.716 -0.777 -0.002 -0.004 -0.005 0.358
H -3.163 -2.656 -1.306 0.006 0.001 -0.011 0.317
H -3.314 -4.970 -0.502 0.005 0.000 -0.007 0.378
H -1.416 -5.959 0.766 -0.002 0.006 0.002 0.385
H 0.636 -4.659 1.096 0.016 -0.008 -0.012 0.380
H 4.030 -3.594 0.711 0.015 -0.012 0.026 0.485
H 4.874 -4.497 2.848 -0.004 0.003 -0.006 0.372
H 3.609 -4.112 4.942 -0.003 -0.003 -0.003 0.350
H 1.495 -2.824 4.879 -0.003 -0.001 -0.007 0.391
H 0.639 -1.954 2.730 0.011 0.001 0.000 0.381
H 1.955 -5.019 -0.605 -0.023 0.011 0.048 0.309
H 3.031 -6.142 -2.482 0.005 0.002 -0.004 0.384
H 4.067 -4.818 -4.309 -0.005 -0.006 0.003 0.354
H 4.002 -2.342 -4.207 -0.029 0.000 -0.009 0.402
H 2.925 -1.217 -2.291 0.116 0.017 -0.064 0.297
Te 4.143 -0.088 0.141 0.674 0.229 0.103 0.075
Te 6.498 1.404 0.359 -0.827 -0.294 -0.118 -0.360
Te 5.160 3.867 -0.060 0.566 0.320 -0.132 -0.155
Te 2.553 3.425 -0.074 -0.224 -0.041 -0.087 -0.135
O 0.598 0.300 1.327 -0.346 -0.343 0.339 -0.764

=====

No. 3
84
Properties=species:S:1:pos:R:3:forces:R:3:mulliken_charge:R:1 method="wB97M-V/def2-TZVPD" multiplicity=2 total_charge=+2 homo_ev="-12.798 / -12.773" e_above_lowest_kcal_mol=51.3 orbital_gap_ev="6.65 / 4.09"
Zr -0.394 0.552 -0.424 1.120 -1.826 -0.059 0.696
S 2.208 0.589 -0.654 0.574 0.148 -0.056 0.058
C 2.883 2.127 -0.934 0.133 0.025 -0.033 0.641
C 4.286 2.182 -1.135 -0.049 0.093 0.002 -0.616
C 4.902 3.394 -1.360 -0.014 -0.014 -0.005 -0.719
C 4.143 4.561 -1.390 -0.025 0.016 -0.001 -0.629
C 2.754 4.525 -1.194 0.081 0.025 -0.013 -0.204
C 2.125 3.325 -0.968 0.065 -0.021 -0.150 -0.744
As 0.228 3.196 -0.673 0.291 1.070 0.724 1.537
C 0.094 3.593 1.237 0.107 -0.122 -0.093 0.942
C -1.145 3.434 1.852 -0.074 0.048 0.022 -0.382
C -1.300 3.749 3.196 -0.021 -0.034 -0.020 -0.630
C -0.216 4.214 3.930 0.035 -0.005 -0.020 -0.754
C 1.023 4.358 3.319 0.007 -0.026 0.015 -0.776
C 1.184 4.043 1.974 -0.039 -0.017 0.029 -0.380
C -0.474 4.811 -1.444 -0.050 -0.261 -0.466 0.237
C -0.308 4.965 -2.821 -0.051 0.038 0.001 -0.346
C -0.750 6.123 -3.438 -0.005 -0.019 0.007 -0.746
C -1.369 7.113 -2.685 0.007 -0.006 0.006 -0.504
C -1.547 6.944 -1.320 -0.013 -0.008 0.030 -0.778
C -1.103 5.789 -0.687 0.038 0.077 -0.036 -0.173
H 4.857 1.263 -1.120 -0.009 -0.016 0.015 0.518
H 5.970 3.437 -1.520 0.003 0.005 0.000 0.427
H 4.628 5.512 -1.570 -0.001 0.004 0.002 0.453
H 2.183 5.445 -1.223 0.001 -0.001 -0.019 0.540
H -2.011 3.100 1.289 0.007 0.009 -0.015 0.458
H -2.270 3.646 3.663 -0.002 0.005 0.004 0.533
H -0.339 4.473 4.973 0.000 0.007 0.005 0.409
H 1.868 4.726 3.885 -0.001 0.002 0.005 0.421
H 2.155 4.165 1.515 0.008 0.017 -0.021 0.427
H 0.169 4.192 -3.414 0.002 -0.004 0.006 0.427
H -0.620 6.249 -4.504 0.003 0.004 -0.001 0.434
H -1.714 8.018 -3.165 -0.011 -0.002 -0.001 0.421
H -2.033 7.714 -0.737 0.001 0.006 -0.003 0.432
H -1.242 5.683 0.379 0.019 -0.046 0.042 0.416
C 0.716 0.353 3.963 0.060 0.139 -0.046 -0.934
S -0.725 0.134 2.947 0.051 0.083 -0.168 0.316
O -0.086 0.385 1.510 -0.418 -0.072 0.998 0.434
C -1.018 -1.574 3.077 0.043 -0.054 0.007 0.996
C -2.319 -1.929 3.418 0.049 -0.068 0.005 -0.495
C -2.598 -3.269 3.644 0.026 0.023 0.014 -0.815
C -1.590 -4.212 3.518 0.018 -0.013 0.024 -0.523
C -0.299 -3.842 3.148 0.002 -0.021 0.021 -0.451
C 0.000 -2.516 2.919 -0.065 -0.015 -0.016 -0.615
H 1.523 -0.257 3.564 0.022 -0.020 0.047 0.350
H 0.442 0.035 4.968 0.012 0.012 0.019 0.525
H 0.973 1.411 3.948 -0.014 0.001 -0.007 0.272
H -3.092 -1.177 3.514 0.002 0.016 0.004 0.437
H -3.601 -3.571 3.911 -0.002 -0.006 0.009 0.415
H -1.812 -5.255 3.699 -0.002 -0.002 -0.007 0.445
H 0.473 -4.590 3.029 -0.009 -0.026 -0.013 0.447
H 0.995 -2.233 2.601 0.013 0.038 0.023 0.213
F -2.291 -0.208 -0.106 -0.572 -0.070 -0.565 -0.672
P -3.143 0.552 -1.550 -0.243 0.355 0.073 1.441
F -3.629 1.342 -2.777 0.017 0.004 0.017 -0.279
F -2.659 1.885 -0.747 -0.192 0.158 0.044 -0.298
F -1.407 0.731 -2.191 -0.895 -0.150 -0.418 -0.669
F -4.473 0.426 -0.791 0.026 0.008 0.034 -0.288
F -3.109 -0.841 -2.189 -0.043 -0.174 -0.077 -0.271
S -2.226 -3.284 0.154 -0.111 -0.056 0.001 -0.242
P -0.614 -3.462 -0.897 -0.370 0.045 0.088 1.023
S 0.428 -1.647 -1.275 0.346 0.695 0.056 -0.651
C -0.861 -4.116 -2.556 0.011 -0.076 -0.048 0.725
C -1.998 -4.889 -2.777 -0.032 0.075 -0.069 -0.524
C -2.181 -5.507 -4.006 -0.004 0.009 0.005 -0.657
C -1.236 -5.352 -5.009 -0.003 -0.001 -0.003 -0.468
C -0.103 -4.579 -4.790 -0.008 0.006 0.021 -0.687
C 0.091 -3.964 -3.564 0.006 -0.040 0.021 -0.532
C 0.626 -4.526 -0.115 0.167 0.039 -0.083 0.684
C 1.970 -4.199 0.020 -0.010 -0.011 0.061 -0.266
C 2.850 -5.105 0.603 -0.043 -0.009 -0.009 -0.664
C 2.391 -6.342 1.030 0.009 0.013 -0.003 -0.546
C 1.051 -6.678 0.878 -0.017 0.014 0.013 -0.675
C 0.167 -5.774 0.312 0.006 0.011 0.005 -0.686
H -2.743 -4.987 -1.998 0.006 -0.021 0.010 0.369
H -3.065 -6.105 -4.180 -0.004 -0.002 0.002 0.427
H -1.384 -5.833 -5.967 0.006 -0.001 -0.004 0.409
H 0.631 -4.457 -5.575 0.008 0.002 0.001 0.416
H 0.979 -3.367 -3.401 0.011 -0.011 0.013 0.398
H 2.336 -3.242 -0.327 0.015 0.000 0.002 0.374
H 3.896 -4.850 0.707 0.000 0.013 0.000 0.454
H 3.079 -7.050 1.472 -0.001 -0.002 0.001 0.415
H 0.695 -7.647 1.200 -0.003 -0.002 -0.005 0.425
H -0.880 -6.030 0.206 -0.006 -0.007 -0.002 0.458